Entry from the OMol25 dataset: a single C8H12 molecule at a distorted geometry (the ωB97M-V functional and the def2-TZVPD basis).

Structure (XYZ):
```
20
Properties=species:S:1:pos:R:3:forces:R:3:mulliken_charge:R:1
C 0.336 0.322 1.470 -0.4 0.3 0.9 0.665
C 1.621 0.294 1.836 -1.1 0.0 -1.7 -1.243
C 1.384 -0.092 0.359 1.0 1.1 0.0 1.094
C -0.940 0.195 1.046 -0.3 0.7 0.7 0.459
C 1.913 -1.405 -0.073 -1.8 -3.1 0.4 -1.339
C 1.332 0.930 -0.772 -0.2 1.2 -1.7 -1.482
C -1.295 -1.161 0.549 0.5 -1.6 0.4 -0.730
C -2.024 1.288 0.883 -0.7 -0.9 2.6 -1.115
H 2.949 -1.486 0.145 1.0 -0.1 0.4 0.390
H 1.782 -1.553 -1.125 0.0 0.2 -0.9 0.437
H 1.383 -2.395 0.332 1.2 2.3 -0.2 0.343
H 0.829 0.781 -1.825 0.6 -0.7 2.2 0.273
H 2.344 1.255 -1.058 0.1 -0.4 0.2 0.370
H 0.893 1.858 -0.413 -0.1 0.0 0.2 0.383
H -0.316 -1.794 0.497 -2.5 0.8 0.3 -0.156
H -1.616 -0.985 -0.457 -0.4 -0.4 -1.0 0.364
H -2.176 -1.675 1.085 1.5 0.8 -0.5 0.368
H -2.225 1.952 1.807 0.8 -1.2 -1.1 0.307
H -2.986 0.710 0.764 0.9 1.0 -0.5 0.335
H -1.792 2.005 0.120 -0.1 0.0 -0.8 0.277
```
Positions in Å, forces in eV/Å.

Summary:
Electronic energy ... -311.79686 Ha
LUMO energy ... -0.08 eV
HOMO ... -8.133 eV
Relative energy (zero: lowest compared OMol25 entry of this formula, charge and spin) ... 497.6 kJ/mol